{
  "formula": "C39H37AsO7P2STi",
  "method": "ωB97M-V with the def2-TZVPD basis set",
  "species": ["Ti", "O", "C", "C", "C", "C", "C", "C", "P", "C", "C", "C", "C", "C", "C", "C", "C", "C", "C", "C", "C", "C", "C", "C", "C", "C", "C", "P", "C", "C", "C", "C", "C", "C", "C", "C", "C", "C", "C", "C", "H", "H", "H", "H", "H", "H", "H", "H", "H", "H", "H", "H", "H", "H", "H", "H", "H", "H", "H", "H", "H", "H", "H", "H", "H", "H", "H", "H", "C", "As", "C", "C", "H", "H", "H", "H", "H", "H", "H", "H", "H", "O", "S", "O", "O", "O", "O", "O"],
  "positions_angstrom": [[-1.048, 0.198, -0.576], [1.002, -0.659, 1.734], [0.815, 0.264, 2.738], [1.841, 0.906, 3.409], [1.519, 1.791, 4.430], [0.198, 2.024, 4.775], [-0.818, 1.386, 4.075], [-0.521, 0.512, 3.040], [-1.731, -0.354, 1.986], [-3.293, 0.517, 2.284], [-4.477, -0.184, 2.495], [-5.679, 0.501, 2.600], [-5.711, 1.882, 2.485], [-4.536, 2.583, 2.252], [-3.332, 1.906, 2.145], [-1.836, -1.976, 2.792], [-2.352, -2.126, 4.076], [-2.331, -3.368, 4.691], [-1.781, -4.460, 4.033], [-1.258, -4.312, 2.756], [-1.288, -3.073, 2.133], [2.282, -1.021, 1.385], [3.039, -1.793, 2.253], [4.320, -2.162, 1.886], [4.828, -1.767, 0.652], [4.044, -1.028, -0.216], [2.748, -0.641, 0.136], [1.642, 0.241, -1.028], [2.268, 1.940, -1.026], [1.734, 2.831, -1.956], [2.152, 4.151, -1.978], [3.090, 4.598, -1.056], [3.607, 3.721, -0.116], [3.202, 2.393, -0.101], [2.208, -0.498, -2.589], [1.622, -1.708, -2.961], [2.052, -2.363, -4.104], [3.058, -1.810, -4.887], [3.633, -0.601, -4.526], [3.210, 0.057, -3.378], [2.874, 0.721, 3.150], [2.316, 2.297, 4.958], [-0.045, 2.705, 5.580], [-1.853, 1.581, 4.324], [-4.462, -1.263, 2.549], [-6.595, -0.053, 2.761], [-6.652, 2.411, 2.565], [-4.556, 3.660, 2.143], [-2.421, 2.451, 1.932], [-2.773, -1.272, 4.593], [-2.742, -3.483, 5.686], [-1.765, -5.429, 4.516], [-0.840, -5.165, 2.238], [-0.919, -2.955, 1.123], [2.612, -2.087, 3.203], [4.920, -2.764, 2.555], [5.830, -2.051, 0.362], [4.434, -0.757, -1.188], [0.974, 2.494, -2.648], [1.732, 4.834, -2.704], [3.409, 5.632, -1.067], [4.330, 4.067, 0.610], [3.616, 1.714, 0.632], [0.818, -2.126, -2.361], [1.595, -3.302, -4.389], [3.388, -2.320, -5.783], [4.409, -0.165, -5.141], [3.654, 1.005, -3.098], [-2.545, 1.520, -3.881], [-1.058, 0.302, -3.564], [0.174, 0.939, -4.944], [-1.648, -1.271, -4.547], [-2.791, 1.568, -4.941], [-2.274, 2.511, -3.518], [-3.400, 1.160, -3.312], [-0.391, 1.064, -5.868], [0.951, 0.192, -5.098], [0.636, 1.889, -4.678], [-2.005, -0.970, -5.532], [-2.433, -1.777, -3.993], [-0.795, -1.937, -4.669], [-3.537, -2.072, 0.266], [-2.940, -1.636, -0.967], [-2.935, -0.074, -1.015], [-1.412, -1.802, -0.907], [-3.497, -2.172, -2.172], [-0.601, 1.704, 0.430], [-0.909, 1.986, -0.931]],
  "mulliken_charge": [0.3096, 0.9631, 0.5225, -1.0659, -0.9128, -0.9486, -0.7089, 0.9514, 1.3896, 0.7003, -0.6590, -0.8344, -0.5438, -0.9987, -0.6025, 0.3416, -0.3288, -0.7927, -0.5525, -0.8341, -0.0811, -1.7480, -0.2795, -0.6673, -0.9280, -0.4109, 0.4738, 2.0638, 0.3078, -0.1396, -0.8597, -0.6640, -0.7327, -0.6261, 0.6101, -0.7073, -0.4694, -0.6208, -0.7968, -0.3363, 0.4180, 0.4116, 0.4534, 0.5387, 0.4299, 0.4406, 0.3995, 0.4309, 0.6108, 0.4422, 0.4250, 0.4040, 0.4570, 0.3474, 0.5494, 0.4366, 0.4465, 0.5260, 0.1924, 0.4533, 0.3838, 0.4268, 0.2568, 0.3866, 0.4944, 0.3845, 0.4237, 0.4390, -1.2886, 1.0450, -1.1011, -0.9544, 0.4541, 0.3389, 0.3204, 0.5142, 0.2635, 0.3496, 0.4484, 0.2587, 0.2282, -0.5470, 1.2794, -0.3901, -0.5634, -0.7779, -0.2382, -0.4319],
  "gap_ev": 8.5,
  "relative_energy_kcal_mol": 0.12,
  "total_energy_ev": -168744.712,
  "largest_force_ev_per_a": 0.8,
  "lumo_energy_ev": 0.0478
}



{
  "formula": "C39H37CdF9OP2",
  "method": "ωB97M-V with the def2-TZVPD basis set",
  "species": ["Cd", "C", "C", "C", "C", "C", "C", "C", "C", "C", "H", "H", "H", "H", "H", "H", "H", "H", "H", "H", "H", "H", "H", "H", "H", "P", "P", "C", "C", "C", "C", "C", "C", "C", "C", "C", "C", "C", "C", "C", "C", "C", "C", "C", "C", "C", "C", "C", "C", "C", "C", "C", "C", "H", "H", "H", "H", "H", "H", "H", "H", "H", "H", "H", "H", "H", "H", "H", "H", "H", "H", "H", "H", "H", "H", "F", "C", "F", "F", "C", "O", "C", "F", "F", "F", "C", "F", "F", "F"],
  "positions_angstrom": [[0.378, -1.607, 0.549], [1.986, 2.655, -2.244], [1.298, 3.200, -1.237], [0.319, 4.315, -1.438], [-0.653, 4.211, -2.648], [-1.109, 2.830, -3.000], [-0.418, 1.988, -3.772], [0.833, 2.355, -4.505], [1.915, 3.090, -3.667], [-1.564, -2.777, 0.502], [2.763, 1.913, -2.066], [1.580, 2.995, -0.197], [0.895, 5.250, -1.582], [-0.261, 4.432, -0.510], [-1.544, 4.806, -2.387], [-0.167, 4.682, -3.519], [-2.124, 2.581, -2.677], [-0.820, 1.013, -4.040], [0.598, 3.008, -5.369], [1.264, 1.419, -4.897], [2.889, 2.884, -4.137], [1.730, 4.168, -3.717], [-0.934, -3.688, 0.588], [-2.323, -3.107, -0.233], [-2.086, -2.642, 1.461], [0.936, 0.711, 0.988], [-1.818, -0.982, -0.744], [-0.528, 1.403, 0.221], [-1.457, 0.755, -0.566], [1.089, 1.504, 2.590], [1.051, 2.897, 2.770], [1.117, 3.411, 4.070], [1.196, 2.554, 5.172], [1.250, 1.169, 4.982], [1.190, 0.652, 3.698], [2.609, 0.760, 0.244], [2.899, -0.027, -0.904], [4.220, -0.137, -1.342], [5.252, 0.498, -0.644], [4.969, 1.281, 0.477], [3.655, 1.418, 0.922], [-3.598, -0.995, -0.383], [-4.002, -0.539, 0.887], [-5.349, -0.602, 1.243], [-6.293, -1.088, 0.327], [-5.888, -1.514, -0.944], [-4.534, -1.488, -1.301], [-1.438, -1.689, -2.398], [-0.747, -2.920, -2.507], [-0.348, -3.402, -3.752], [-0.666, -2.687, -4.915], [-1.459, -1.533, -4.834], [-1.819, -1.026, -3.578], [-0.789, 2.421, 0.605], [-2.210, 1.408, -1.037], [0.959, 3.559, 1.908], [1.078, 4.490, 4.229], [1.191, 2.950, 6.189], [1.308, 0.490, 5.830], [1.195, -0.419, 3.522], [2.085, -0.472, -1.497], [4.443, -0.709, -2.246], [6.286, 0.383, -0.973], [5.763, 1.798, 1.017], [3.426, 2.046, 1.789], [-3.273, -0.112, 1.582], [-5.665, -0.277, 2.235], [-7.345, -1.160, 0.613], [-6.621, -1.881, -1.665], [-4.203, -1.813, -2.292], [-0.541, -3.510, -1.612], [0.214, -4.340, -3.817], [-0.303, -3.035, -5.883], [-1.798, -1.027, -5.750], [-2.393, -0.093, -3.513], [0.043, -1.905, 5.534], [-0.324, -2.884, 4.660], [-0.616, -4.006, 5.378], [-1.477, -2.463, 4.067], [0.800, -3.147, 3.588], [0.805, -2.173, 2.652], [2.142, -3.174, 4.408], [2.028, -3.902, 5.558], [3.160, -3.695, 3.679], [2.526, -1.921, 4.776], [0.597, -4.606, 3.010], [1.080, -5.586, 3.816], [-0.727, -4.874, 2.801], [1.219, -4.722, 1.801]],
  "mulliken_charge": [0.1174, 0.1209, -0.2025, -1.2779, -1.1406, 0.3014, 0.0748, -1.0130, -1.2280, -2.4788, 0.3694, 0.7141, 0.4565, 0.2114, 0.4665, 0.3377, 0.7898, -0.5040, 0.3525, 0.3176, 0.4996, 0.3640, 0.7862, 0.7586, 0.5837, 1.3591, 0.7975, -0.6604, -0.5728, -0.3760, 0.0852, -0.6640, -0.7735, -0.2181, 0.4027, 1.1439, -1.0879, -0.4164, -0.6583, -0.7046, -0.5841, 0.4913, -0.5832, -0.6774, -0.5284, -0.5877, -0.3935, 1.1270, -0.6201, -0.7951, -0.5483, -0.4886, -0.7437, 0.6132, 0.7545, 0.2090, 0.4242, 0.3614, 0.5149, -0.2587, 0.3270, 0.4055, 0.3687, 0.4181, 0.3979, 0.3828, 0.4026, 0.3696, 0.4017, 0.3329, 0.2579, 0.4374, 0.3984, 0.4044, 0.7705, -0.2227, 0.4483, -0.2668, -0.1860, 0.5550, -0.6609, 0.4707, -0.2671, -0.2825, -0.1580, 0.1702, -0.2632, -0.2639, -0.2686],
  "gap_ev": [5.7, 4.8],
  "relative_energy_kcal_mol": 76.64,
  "total_energy_ev": -90683.975,
  "largest_force_ev_per_a": 3.0,
  "lumo_energy_ev": [-0.2918, -0.3143]
}